# C44H35Cl3IN4O2PPbS3

A molecular structure, C44H35Cl3IN4O2PPbS3 (ωB97M-V/def2-TZVPD, OMol25).

Geometry as ORCA input:
```
! RIJCOSX wB97M-V def2-TZVPD def2/J DEFGRID3
* xyz 0 1
Pb 0.00 -0.16 0.14
C -4.42 -3.08 2.39
S -3.32 -2.23 3.53
C -2.34 -1.20 2.49
S -2.57 -1.22 0.80
N -1.56 -0.46 3.23
N -0.72 0.35 2.55
C -0.12 1.25 3.24
C 0.84 2.17 2.63
C 1.60 3.03 3.43
C 2.51 3.87 2.82
C 2.64 3.84 1.44
C 1.85 2.95 0.73
N 0.97 2.15 1.30
H -5.04 -3.73 3.02
H -5.05 -2.38 1.85
H -3.86 -3.69 1.69
H -0.31 1.33 4.31
H 1.47 3.02 4.50
H 3.10 4.55 3.42
H 3.35 4.48 0.93
H 1.93 2.88 -0.35
I -2.04 2.27 -1.37
C -0.80 3.40 -2.65
C -0.68 4.72 -2.29
C -0.08 5.66 -3.14
C 0.32 5.27 -4.38
C 0.22 3.92 -4.78
C 0.62 3.56 -6.09
C 0.55 2.27 -6.52
C 0.18 1.27 -5.60
C -0.19 1.55 -4.31
P -0.22 0.15 -3.12
C -1.74 -0.76 -3.54
C -2.72 -0.22 -4.37
C -3.93 -0.88 -4.55
C -4.17 -2.08 -3.91
C -3.20 -2.62 -3.07
C -2.00 -1.97 -2.88
C 1.14 -0.89 -3.77
C 2.43 -0.41 -3.52
C 3.54 -1.16 -3.89
C 3.37 -2.40 -4.49
C 2.10 -2.88 -4.73
C 0.98 -2.13 -4.38
C -0.27 2.92 -3.89
H -1.09 5.05 -1.34
H 0.01 6.69 -2.82
H 0.73 5.98 -5.09
H 0.96 4.34 -6.76
H 0.83 1.99 -7.52
H 0.24 0.23 -5.91
H -2.54 0.72 -4.88
H -4.68 -0.44 -5.20
H -5.12 -2.59 -4.04
H -3.39 -3.55 -2.55
H -1.26 -2.39 -2.20
H 2.56 0.55 -3.04
H 4.54 -0.77 -3.70
H 4.24 -2.99 -4.76
H 1.96 -3.85 -5.19
H -0.01 -2.52 -4.56
N 2.61 -0.35 0.04
S 3.69 -0.62 1.15
C 4.63 -2.07 0.66
C 5.82 -2.37 1.30
C 6.53 -3.50 0.93
C 6.04 -4.32 -0.09
C 4.84 -4.01 -0.71
C 4.12 -2.88 -0.34
C 5.01 0.60 1.00
C 5.64 0.83 -0.21
C 6.60 1.82 -0.30
C 6.93 2.57 0.82
C 6.30 2.33 2.03
C 5.33 1.34 2.12
H 2.97 -0.48 -0.91
H 6.20 -1.72 2.09
H 7.45 -3.74 1.43
H 6.59 -5.20 -0.38
H 4.45 -4.65 -1.49
H 3.17 -2.65 -0.81
H 5.37 0.23 -1.08
H 7.09 2.01 -1.25
H 7.68 3.34 0.75
H 6.56 2.92 2.90
H 4.81 1.16 3.06
Cl -1.23 -5.04 0.04
C 0.39 -4.53 0.55
Cl 0.64 -4.98 2.23
Cl 1.59 -5.36 -0.47
C 0.49 -2.99 0.32
O 0.46 -2.61 -0.87
O 0.53 -2.27 1.34
*
```

The value obtained for the total energy is -5474.2551 Eh. The value obtained for the energy relative to the best compared isomer or geometry (same formula, charge and spin) is 10.8 kcal/mol. Its molar mass is 1219.4 u. For the HOMO-LUMO gap, the calculation gives 7.00 eV. For the HOMO energy, the calculation gives -7.229 eV.

# N4O2

2 unconnected molecules or ions with the total composition N4O2 in a non-equilibrium geometry (ωB97M-V/def2-TZVPD, OMol25).

Geometry as ORCA input:
```
! RIJCOSX wB97M-V def2-TZVPD def2/J DEFGRID3
* xyz 0 1
N 2.11 0.35 0.59
N -0.53 0.01 -0.89
N 2.09 0.34 -0.50
N -1.19 -0.40 -0.02
O -1.87 -1.11 0.53
O -0.61 0.81 0.30
*
```

The value obtained for the total energy is -369.2898 Eh. The value obtained for the energy relative to the best compared isomer or geometry (same formula, charge and spin) is 39.4 kcal/mol. Its molar mass is 88.0 u. For the HOMO-LUMO gap, the calculation gives 11.45 eV. For the HOMO energy, the calculation gives -10.729 eV. As for the SMILES: [O-][N+]1=NO1.N#N.

# C4H13NO2

2 unconnected molecules or ions with the total composition C4H13NO2 (ωB97M-V/def2-TZVPD, OMol25).

Geometry as ORCA input:
```
! RIJCOSX wB97M-V def2-TZVPD def2/J DEFGRID3
* xyz 0 1
C 0.85 0.07 -0.31
C -0.44 0.81 -0.67
C -0.88 0.51 -2.08
O -0.30 2.20 -0.41
C 1.26 0.19 1.16
N 0.90 -1.00 1.94
H 0.79 -0.99 -0.55
H 1.65 0.46 -0.94
H -1.19 0.51 0.05
H -1.19 -0.53 -2.17
H -0.10 0.72 -2.82
H -1.74 1.13 -2.38
H 0.35 2.62 -0.99
H 2.34 0.32 1.23
H 0.80 1.08 1.60
H 0.18 -0.86 2.63
H 1.68 -1.46 2.40
H -2.17 -1.46 0.40
H -0.95 -2.03 1.12
O -1.83 -2.28 0.78
*
```

The value obtained for the total energy is -365.4283 Eh. The value obtained for the energy relative to the best compared isomer or geometry (same formula, charge and spin) is 8.9 kcal/mol. Its molar mass is 107.2 u. For the HOMO-LUMO gap, the calculation gives 10.43 eV. For the HOMO energy, the calculation gives -9.567 eV. As for the SMILES: C[C@H](O)CCN.O.

# C6H12BN

C6H12BN in the gas phase in a non-equilibrium geometry (ωB97M-V/def2-TZVPD, OMol25).

Geometry as ORCA input:
```
! RIJCOSX wB97M-V def2-TZVPD def2/J DEFGRID3
* xyz 0 1
B -0.19 -0.03 0.16
C 0.73 -1.17 -0.13
C 2.07 -1.13 0.09
C 2.01 1.34 0.50
C 2.84 0.11 0.43
C -2.36 1.27 -0.06
C -2.23 -0.98 -0.56
N -1.46 0.13 -0.16
H 0.33 -2.14 -0.51
H 2.71 -2.13 0.01
H 2.00 1.96 -0.48
H 1.87 1.88 1.47
H 3.43 -0.04 1.45
H 3.53 0.18 -0.35
H -2.35 1.90 -0.94
H -3.37 0.84 -0.06
H -2.29 1.88 0.81
H -3.00 -0.64 -1.25
H -1.50 -1.77 -0.78
H -2.76 -1.46 0.35
*
```

The value obtained for the total energy is -315.2801 Eh. The value obtained for the energy relative to the best compared isomer or geometry (same formula, charge and spin) is 111.5 kcal/mol. Its molar mass is 109.0 u. For the HOMO-LUMO gap, the calculation gives 7.71 eV. For the HOMO energy, the calculation gives -7.039 eV.

# F4N2O8S4Sn

A molecular structure, F4N2O8S4Sn in a non-equilibrium geometry (ωB97M-V/def2-TZVPD, OMol25).

Geometry as ORCA input:
```
! RIJCOSX wB97M-V def2-TZVPD def2/J DEFGRID3
* xyz 0 1
Sn 14.42 -5.27 7.83
N 12.43 -6.79 4.13
S 12.07 -6.05 2.88
O 10.63 -5.82 2.93
O 12.84 -6.10 1.64
F 12.54 -4.62 3.44
S 12.47 -8.28 3.24
O 13.74 -8.58 2.54
O 11.30 -8.84 2.55
F 12.56 -9.28 4.53
N 15.64 -3.97 11.92
S 16.72 -4.37 12.99
O 16.66 -5.73 13.57
O 17.21 -3.24 13.85
F 17.97 -4.55 12.03
S 14.47 -3.29 12.89
O 14.43 -1.75 13.00
O 14.14 -4.06 14.04
F 13.27 -3.60 11.93
*
```

The value obtained for the total energy is -2917.4941 Eh. The value obtained for the energy relative to the best compared isomer or geometry (same formula, charge and spin) is 163.6 kcal/mol. Its molar mass is 479.0 u. For the HOMO-LUMO gap, the calculation gives 2.48 eV. For the HOMO energy, the calculation gives -10.176 eV.

# C43H33Ge2MoNO4

A molecular structure, C43H33Ge2MoNO4 (ωB97M-V/def2-TZVPD, OMol25).

Geometry as ORCA input:
```
! RIJCOSX wB97M-V def2-TZVPD def2/J DEFGRID3
* xyz -1 2
Mo -0.61 1.31 0.49
O -0.26 0.56 7.48
C 0.32 -0.22 6.70
O 1.01 -1.23 6.91
C 0.13 0.13 5.20
C 0.72 -0.65 4.21
C 0.54 -0.34 2.88
N -0.20 0.71 2.50
C -0.79 1.47 3.45
C -0.64 1.21 4.79
C -1.61 2.63 2.93
O -2.11 3.44 3.66
O -1.70 2.64 1.61
H 1.32 -1.50 4.52
H 0.99 -0.92 2.09
H -1.11 1.84 5.53
C 3.11 1.58 1.11
Ge 1.87 0.82 -0.24
C 2.42 -1.08 -0.34
C 3.76 -1.39 -0.62
C 4.18 -2.70 -0.73
C 3.28 -3.74 -0.56
C 1.95 -3.46 -0.28
C 1.53 -2.13 -0.18
C 2.58 1.60 -1.93
C 3.31 2.76 -1.87
C 3.84 3.38 -3.02
C 3.63 2.83 -4.25
C 2.89 1.64 -4.38
C 2.64 1.07 -5.66
C 1.89 -0.07 -5.78
C 1.36 -0.69 -4.64
C 1.59 -0.17 -3.40
C 2.36 1.02 -3.22
H 4.15 1.44 0.81
H 2.96 1.06 2.06
H 2.93 2.64 1.28
H 4.47 -0.59 -0.77
H 5.22 -2.92 -0.95
H 3.61 -4.77 -0.64
H 1.23 -4.26 -0.14
H 0.49 -1.91 0.03
H 3.50 3.22 -0.91
H 4.41 4.30 -2.92
H 4.04 3.30 -5.15
H 3.05 1.56 -6.53
H 1.71 -0.49 -6.76
H 0.76 -1.59 -4.74
H 1.16 -0.64 -2.53
C -1.37 -0.04 -0.27
Ge -2.34 0.18 -1.91
C -1.56 1.94 -2.30
C -1.73 2.88 -1.26
C -0.96 4.05 -1.21
C -0.05 4.31 -2.22
C 0.08 3.41 -3.28
C -0.65 2.24 -3.31
C -4.26 0.36 -1.62
C -4.85 -0.15 -0.46
C -6.21 -0.02 -0.25
C -7.01 0.62 -1.19
C -6.43 1.15 -2.34
C -5.06 1.02 -2.55
C -1.94 -1.20 -3.23
C -1.26 -2.35 -2.83
C -1.01 -3.37 -3.73
C -1.43 -3.25 -5.05
C -2.09 -2.11 -5.46
C -2.35 -1.09 -4.55
H -2.53 2.75 -0.53
H -1.10 4.73 -0.39
H 0.56 5.20 -2.19
H 0.80 3.62 -4.06
H -0.48 1.53 -4.11
H -4.23 -0.64 0.28
H -6.66 -0.42 0.65
H -8.07 0.73 -1.02
H -7.04 1.66 -3.07
H -4.62 1.45 -3.44
H -0.92 -2.44 -1.80
H -0.47 -4.26 -3.40
H -1.23 -4.05 -5.75
H -2.42 -2.01 -6.49
H -2.88 -0.20 -4.89
*
```

The value obtained for the total energy is -6236.2292 Eh. The value obtained for the energy relative to the best compared isomer or geometry (same formula, charge and spin) is 0.0 kcal/mol. Its molar mass is 868.9 u. For the HOMO-LUMO gap (alpha / beta), the calculation gives 7.57 / 7.20 eV. For the HOMO energy (alpha / beta), the calculation gives -5.551 / -5.551 eV.